(1)
Density functional theory data (ωB97M-V with the def2-TZVPD basis set) for a molecular structure, CClF5N2 at a distorted geometry.

**LUMO energy**: -0.252 eV
**HOMO level**: -0.3979 Eh
**F_max**: 5.1 eV/A
**Energy above the lowest of the compared OMol25 structures with the same formula, charge and spin**: 28.2 kcal per mole

Structure (XYZ):
```
9
Properties=species:S:1:pos:R:3:forces:R:3
Cl -0.49954 -1.21250 1.24135 -0.16 -0.80 0.32
F 1.88000 0.34582 1.38950 -0.80 0.56 0.27
F -1.68564 0.85473 -0.41666 0.81 -1.61 -0.36
F -1.48185 -0.98202 -1.72152 0.45 0.81 1.23
F 0.18357 1.69369 1.05956 -1.23 1.05 2.18
F 1.14131 -1.20594 -0.77240 -1.78 0.76 0.45
N 1.07426 0.98804 0.44554 0.87 -3.53 -3.57
N -0.74976 0.03227 -1.05168 -1.76 1.58 -3.52
C 0.13765 -0.51407 -0.17369 3.60 1.18 3.03
```
Forces are in eV/Å.



(2)
Density functional theory data (ωB97M-V with the def2-TZVPD basis set) for a molecular structure, C35H41BN2O2S at a distorted geometry.

**LUMO energy**: -0.814 eV
**HOMO level**: -0.2239 Eh
**F_max**: 4.8 eV/A
**Energy above the lowest of the compared OMol25 structures with the same formula, charge and spin**: 27.4 kcal per mole

Structure (XYZ):
```
82
Properties=species:S:1:pos:R:3:forces:R:3
S 3.24459 2.33572 -0.43770 -0.14 1.18 0.12
O 0.48889 -1.18007 1.85848 -0.44 0.67 0.78
O 0.38574 0.50434 3.49658 -0.21 -1.13 -0.50
N -5.20307 2.46637 1.66961 -0.88 0.28 -0.25
N -0.41307 -0.24242 -4.92105 0.26 0.57 0.23
C 2.82595 -0.65060 1.84424 0.08 0.17 -0.10
C -1.85699 -2.26938 -5.11898 -0.05 -0.15 0.28
C 2.71081 4.00621 -0.60419 -0.73 -0.85 -1.05
C 1.69389 -1.28655 2.64668 0.66 0.21 0.25
C -5.46170 3.26464 0.49261 0.10 -0.02 -0.11
C 0.69723 -1.31048 5.05641 -0.13 -0.10 0.08
C 1.35409 -0.47945 -1.84161 -0.97 -4.49 -1.45
C 0.38934 0.29016 -3.96626 -0.09 -0.63 0.47
C -1.08959 -1.34980 -4.41317 0.34 -0.26 0.26
C -6.06178 2.66885 2.82030 0.18 -0.18 -0.02
C -4.11392 1.64934 1.72926 1.11 -0.23 0.30
C -2.61672 0.28912 3.07983 0.04 0.31 -0.61
C -0.69748 -1.52184 -3.06391 0.53 -0.12 -1.12
C -1.63932 0.34936 2.07151 -0.13 -0.20 -0.51
C 1.37286 2.74456 -2.08820 0.33 0.97 0.13
C 3.57121 -4.03263 -1.30995 0.04 0.21 0.19
C 1.74508 4.05982 -1.58376 0.16 -1.14 0.49
C 4.19830 -2.84184 -1.70860 -0.47 -0.35 0.08
C 1.34109 -0.45383 3.96311 0.59 -0.34 0.12
C 2.13672 1.71417 -1.58225 1.70 3.85 -0.22
C -1.23294 -2.59742 -2.36896 -0.69 -0.56 -0.15
C -1.99764 -3.55972 -3.06360 0.27 0.57 0.12
C -3.16869 1.59076 0.66442 -0.40 0.15 0.26
C 3.46768 -1.65828 -1.73592 -0.76 0.47 -0.41
C -0.42845 0.19882 -6.30363 0.23 0.00 -0.12
C 1.52365 -2.81344 -0.83246 0.27 -0.13 -0.59
C 2.25420 -4.00302 -0.80928 0.26 0.57 -0.12
C 2.00506 -2.75502 2.87568 -0.06 -0.17 0.35
C 2.06482 -1.65275 -1.45696 0.00 -1.30 0.97
C 0.35461 -0.51479 -2.79869 -1.30 -0.39 0.08
C 3.08075 5.11868 0.30489 0.05 0.20 0.39
C -2.26452 -3.42349 -4.43564 0.14 0.50 -0.02
C -3.83827 0.91825 2.91688 -0.17 0.18 -0.17
C 2.47697 0.32196 4.59026 0.43 0.01 -0.05
C -1.94865 0.94925 0.84110 -0.51 -0.18 0.59
B -0.21958 -0.13207 2.42309 -0.26 0.22 -0.12
H -1.42926 0.06976 -6.73519 0.29 0.17 0.18
H -2.40884 -0.25203 4.00131 0.00 0.23 -0.07
H 1.78656 -4.91352 -0.42982 0.19 0.26 -0.05
H 1.46466 -1.90489 5.56708 -0.19 -0.01 -0.15
H -4.72496 4.07614 0.36678 -0.13 -0.15 0.00
H -1.21947 0.92835 0.03379 -0.09 0.13 0.09
H 2.14865 -3.27645 1.92245 -0.03 0.22 0.15
H 1.29648 4.99356 -1.90683 -0.14 -0.11 0.13
H -4.56188 0.90146 3.73426 0.24 -0.01 -0.32
H 2.17344 5.44150 0.84589 0.50 -0.08 0.01
H 0.29633 -0.37304 -6.90559 -0.26 0.12 0.17
H 3.77851 -0.71270 2.39280 -0.28 0.09 -0.17
H 2.94361 -1.18401 0.89054 -0.03 0.12 0.37
H 0.23548 -0.65909 5.80967 0.09 -0.06 -0.24
H 1.08695 1.09117 -4.18814 -0.20 -0.15 0.01
H -1.09193 -2.67227 -1.29815 -0.08 -0.19 -0.23
H 0.51833 -2.75582 -0.42220 0.45 -0.17 -0.03
H -0.13521 1.25594 -6.31732 -0.22 -0.29 -0.15
H 5.24089 -2.82961 -2.03053 -0.30 -0.09 0.15
H 4.11932 -4.97713 -1.34807 -0.17 0.32 0.07
H -2.08868 -2.07702 -6.16483 -0.02 -0.29 0.18
H 3.83007 4.76483 1.02196 -0.12 0.38 -0.03
H 2.07890 0.94303 5.39920 0.02 -0.11 -0.11
H 1.20721 -3.25865 3.43311 0.14 0.07 -0.18
H -5.43273 2.63805 -0.40980 -0.12 0.21 0.13
H -2.78866 -4.21298 -4.97498 0.01 0.28 0.21
H 3.46070 5.99447 -0.23978 0.05 -0.27 0.14
H -5.52176 3.13224 3.66088 -0.10 -0.09 -0.12
H 0.54235 2.64358 -2.79088 0.42 -0.06 0.15
H 3.91365 -0.72083 -2.08910 -0.06 -0.43 0.12
H -2.39400 -4.42445 -2.53194 0.17 0.23 -0.09
H 2.93160 -2.84606 3.45612 -0.12 -0.02 -0.08
H 2.10640 0.57304 -1.81272 0.04 1.68 0.42
H -3.38358 2.11066 -0.26947 0.15 -0.18 0.27
H 3.21732 -0.36367 5.01860 0.00 0.16 -0.10
H -0.07240 -1.98896 4.66583 0.11 0.18 0.06
H 2.96108 0.97908 3.86395 -0.03 -0.08 0.12
H -6.45742 3.70964 0.58771 0.26 -0.10 -0.16
H 2.59991 0.40127 1.60590 0.13 -0.33 0.16
H -6.48077 1.71385 3.16666 -0.04 0.23 -0.01
H -6.87803 3.33010 2.52071 0.10 -0.17 0.18
```
Forces are in eV/Å.



(3)
Density functional theory data (ωB97M-V with the def2-TZVPD basis set) for a molecular structure, C25H27N3Sn at a distorted geometry.

**LUMO energy (spin up / spin down)**: -7.890 / -7.675 eV
**HOMO level (spin up / spin down)**: -0.4713 / -0.5022 Eh
**Total charge**: +2
**F_max**: 8.0 eV/A
**Energy above the lowest of the compared OMol25 structures with the same formula, charge and spin**: 0.0 kcal per mole

Structure (XYZ):
```
56
Properties=species:S:1:pos:R:3:forces:R:3
Sn 0.51005 -0.89938 -0.44285 1.82 1.87 2.47
N -0.27308 -0.37062 -2.24782 -0.03 -0.10 -1.69
N -1.27511 -1.87934 -0.27167 -0.97 -1.53 0.90
N -2.24553 1.60858 -0.05942 -0.41 -1.77 -1.83
C -1.01918 4.90499 -1.20272 -0.03 0.24 -0.18
C -0.13379 0.52020 -4.49281 0.87 0.27 2.17
C -2.96434 1.44748 1.05167 0.36 1.07 1.62
C 0.68411 0.98931 2.15032 -3.07 -5.25 5.23
C 0.31153 0.48093 -3.12602 -0.79 -0.10 -0.86
C -1.33976 3.87237 -0.33112 -0.37 -0.03 0.20
C -1.83596 -2.03402 -1.51018 -1.53 -1.67 2.21
C -4.44354 0.90269 3.37826 0.08 0.69 0.80
C -4.49923 0.02559 2.29858 0.23 0.73 0.16
C -1.96355 2.69281 -0.83501 1.13 1.40 0.90
C -1.68005 -1.23786 -3.92136 -0.81 -0.72 0.12
C -1.12117 -0.35959 -4.87657 0.11 -0.20 0.67
C -3.77208 0.30418 1.16877 0.37 -0.63 -0.67
C 2.27816 -2.07435 -0.43552 -0.06 -0.13 -0.09
C -2.86426 -3.36620 0.76916 1.27 0.74 1.65
C -1.30621 4.78462 -2.58510 0.40 0.60 0.74
C -2.90619 2.33644 2.16359 -0.20 0.86 0.22
C -1.73819 -2.50864 0.86037 -0.22 0.27 -1.13
C 1.13022 1.86511 1.15989 2.75 2.94 -6.05
C -1.28464 -1.24619 -2.57812 1.02 2.05 -2.89
C -3.44217 -3.58640 -0.44968 0.71 0.89 -1.22
C -2.91036 -2.91122 -1.59128 -0.97 -0.50 -0.67
C -2.20077 2.60005 -2.21085 -0.10 -0.93 0.28
C -3.64411 2.06624 3.31704 0.08 0.02 -0.29
C -1.88854 3.62540 -3.07346 -0.01 0.34 0.34
H 2.90095 -1.75827 -1.25318 0.24 0.13 -0.42
H -2.30276 3.27875 2.08108 -0.77 -1.17 0.27
H -1.19859 -2.28973 1.81988 -0.63 -0.28 -1.13
H -3.39200 -3.08895 -2.57342 0.35 0.16 0.79
H -1.13506 3.95988 0.75971 -0.15 0.06 -1.18
H 0.58244 2.87826 1.06386 1.04 -1.79 0.49
H -2.46322 -1.94869 -4.24146 0.51 0.56 0.15
H -2.14814 3.52642 -4.10622 -0.02 0.08 -0.50
H 1.20602 1.60639 -0.07540 -0.02 0.05 3.05
H 0.33112 1.25011 -5.14913 -0.16 -0.24 -0.03
H -1.07752 5.62417 -3.24617 -0.08 -0.35 0.18
H -0.19057 1.57665 2.40172 -0.68 -1.03 1.71
H 0.23309 -0.22887 2.10825 1.09 3.16 -0.82
H -3.22955 -3.82181 1.70592 0.17 0.21 -0.73
H -4.29595 -4.24537 -0.51809 0.00 0.01 -0.29
H 2.13123 1.94699 1.56814 0.77 1.42 -1.43
H 1.42547 0.82426 3.06336 -1.69 0.61 -1.92
H 1.11866 1.15962 -2.73967 -0.92 -0.84 -0.40
H -3.81231 -0.33766 0.28459 -0.07 0.09 0.27
H -2.67874 1.67692 -2.55189 0.11 0.31 -0.04
H 2.79615 -1.89024 0.49496 -0.02 0.10 0.25
H -5.12770 -0.83188 2.32313 -0.43 -0.54 0.11
H -0.57617 5.83096 -0.78740 -0.27 -0.67 -0.48
H 2.03217 -3.11438 -0.52689 -0.09 -0.58 -0.08
H -5.03219 0.72466 4.29252 0.33 -0.01 -0.61
H -1.43608 -0.34979 -5.91302 -0.22 -0.25 0.13
H -3.61752 2.78754 4.15203 -0.05 -0.61 -0.48
```
Forces are in eV/Å.



(4)
Density functional theory data (ωB97M-V with the def2-TZVPD basis set) for a molecular structure, C3H10BI2NOSb at a distorted geometry.

**LUMO energy**: 2.663 eV
**HOMO level**: -0.1304 Eh
**Total charge**: -1
**F_max**: 1.1 eV/A

Structure (XYZ):
```
19
Properties=species:S:1:pos:R:3:forces:R:3
I 1.78369 1.19772 -3.56770 0.08 -0.06 -0.16
I -0.18661 -1.69195 -2.51242 -0.04 0.03 0.12
Sb -1.19171 -0.04843 0.72709 -0.59 -0.23 0.44
O 0.68073 -1.37368 2.89602 0.98 0.18 -0.30
N 0.84278 -2.68414 0.88109 -0.35 -0.48 0.91
C 0.68458 1.06689 -1.72513 0.04 0.29 0.09
C 0.79767 2.35898 -0.94996 0.00 -0.07 0.13
C -0.01796 0.03587 -1.30420 0.14 -0.30 -0.42
B 0.27611 -1.58543 1.58437 -0.21 0.14 -0.22
H -0.13123 1.20151 1.49973 0.15 0.09 0.01
H 1.29645 3.13266 -1.52280 -0.04 0.09 -0.07
H -2.15552 1.26359 0.03716 0.11 -0.01 0.00
H 0.93671 -0.44907 3.00846 -0.55 0.09 0.25
H 1.48908 -3.22093 1.44999 0.01 -0.11 -0.03
H 1.35458 2.20171 -0.02706 0.04 0.00 0.01
H -2.25709 -1.26213 -0.03188 0.05 0.09 -0.13
H 0.19688 -3.30293 0.41421 0.16 0.24 -0.62
H -2.18765 -0.05061 2.19749 0.06 -0.02 -0.05
H -0.20005 2.69831 -0.66901 -0.02 0.05 0.03
```
Forces are in eV/Å.



- The lowest F_max belongs to which entry?
  C3H10BI2NOSb



- Which formula does entry 3 have?
  C25H27N3Sn



- Look up the F_max of the first one.
  5.1 eV/A



- What is the F_max in the second record?
  4.8 eV/A